Here is C39H36InN3O4S3 as an isolated structure from the Open Molecules 2025 dataset. Energies are from wB97M-V/def2-TZVPD.

Last column: Löwdin charge in e.
Positions of all 86 atoms, in Å:
In (-0.1533, -0.0254, -0.2111)  0.7564
O (1.1290, 5.0922, 1.6667)  0.0197
C (0.0795, 4.8016, 2.4492)  -0.2867
C (-0.2597, 5.6935, 3.4703)  -0.0411
C (-1.3343, 5.4366, 4.3043)  -0.1217
C (-2.0952, 4.2827, 4.1363)  -0.1150
C (-1.7572, 3.3947, 3.1249)  -0.0242
C (-0.6810, 3.6300, 2.2759)  -0.0620
C (-0.3496, 2.5960, 1.2423)  -0.4290
O (-1.1384, 1.6163, 1.0967)  -0.0917
N (0.7777, 2.8355, 0.5888)  0.0450
N (1.1544, 1.8112, -0.2694)  -0.0082
C (2.2987, 1.9422, -0.8145)  -0.0641
C (2.9784, 0.9796, -1.6630)  -0.1350
C (4.2941, 1.2991, -2.0241)  -0.0824
C (5.0842, 0.4655, -2.7874)  -0.1423
C (4.5409, -0.7603, -3.2038)  -0.1225
C (3.2520, -1.1067, -2.8739)  -0.0213
C (2.4032, -0.2579, -2.1042)  -0.3491
O (1.1942, -0.6294, -1.8774)  -0.1339
H (1.2491, 4.2717, 1.0845)  0.0521
H (0.3500, 6.5805, 3.5955)  0.1018
H (-1.5702, 6.1357, 5.0997)  0.0863
H (-2.9358, 4.0771, 4.7881)  0.0848
H (-2.3156, 2.4779, 2.9719)  0.1130
H (2.8448, 2.8573, -0.5892)  0.1229
H (4.7037, 2.2426, -1.6713)  0.0984
H (6.0963, 0.7478, -3.0479)  0.0754
H (5.1491, -1.4450, -3.7861)  0.0856
H (2.8253, -2.0514, -3.1933)  0.1026
C (3.6251, -0.0905, 2.8003)  -0.0759
C (3.4014, -1.3788, 2.0041)  -0.4021
C (4.7111, -2.1534, 1.8345)  -0.0975
C (2.2780, -2.1947, 2.6051)  -0.1641
C (2.5323, -3.1496, 3.5671)  -0.0995
C (1.5115, -3.9149, 4.1407)  -0.1616
C (0.2126, -3.6614, 3.7222)  -0.1114
C (-0.1207, -2.6947, 2.7752)  -0.1634
C (-1.6126, -2.4785, 2.5475)  -0.3744
C (-2.0790, -1.1297, 3.1235)  -0.0699
C (-2.1111, -2.6390, 1.0997)  -0.1111
C (0.9132, -1.8889, 2.1610)  -0.3219
N (0.7852, -0.8496, 1.3322)  -0.0493
H (4.3961, 0.5384, 2.3343)  0.0654
H (3.9361, -0.3212, 3.8268)  0.0696
H (2.6937, 0.4816, 2.8375)  0.0697
H (3.0454, -1.0732, 1.0173)  0.1082
H (5.2118, -2.3313, 2.7946)  0.0572
H (5.3990, -1.5890, 1.1952)  0.0649
H (4.5267, -3.1232, 1.3621)  0.0741
H (3.5597, -3.3288, 3.8803)  0.0869
H (1.7260, -4.6749, 4.8835)  0.0611
H (-0.5991, -4.2352, 4.1683)  0.0856
H (-2.1091, -3.2639, 3.1238)  0.1045
H (-1.6245, -0.3063, 2.5693)  0.0444
H (-1.7816, -1.0410, 4.1715)  0.0764
H (-3.1719, -1.0351, 3.0604)  0.0693
H (-2.0975, -1.6898, 0.5697)  -0.0138
H (-3.1465, -2.9977, 1.0875)  0.0753
H (-1.4933, -3.3455, 0.5414)  0.0540
O (-1.4439, 0.7594, -1.6872)  -0.2780
C (-2.1585, 0.1051, -2.6786)  -0.6068
C (-2.3527, 1.1155, -3.8103)  -0.4338
C (-3.4712, 1.4881, -4.4934)  -0.1190
C (-3.2244, 2.5329, -5.4365)  -0.2067
C (-1.9245, 2.9370, -5.4300)  -0.4373
S (-1.0022, 2.0738, -4.2744)  1.0886
C (-3.5306, -0.3337, -2.1425)  -0.4676
C (-4.5177, -1.1088, -2.6733)  -0.1485
C (-5.6272, -1.2628, -1.7898)  -0.2009
C (-5.4419, -0.5997, -0.6115)  -0.4191
S (-3.9353, 0.2118, -0.5652)  1.0998
C (-1.4330, -1.1360, -3.2143)  -0.4413
C (-0.8385, -1.3617, -4.4172)  -0.1251
C (-0.2387, -2.6552, -4.5098)  -0.1920
C (-0.3996, -3.3866, -3.3750)  -0.4006
S (-1.2925, -2.5225, -2.2019)  1.0810
H (-4.4410, 1.0386, -4.3189)  0.1019
H (-3.9835, 2.9503, -6.0867)  0.0855
H (-1.4634, 3.7205, -6.0154)  0.0509
H (-4.4478, -1.5721, -3.6512)  0.1164
H (-6.5093, -1.8487, -2.0198)  0.0859
H (-6.1091, -0.5576, 0.2386)  0.0549
H (-0.7866, -0.6211, -5.2039)  0.0945
H (0.2875, -3.0128, -5.3857)  0.0911
H (-0.0471, -4.3850, -3.1615)  0.0618

Its spin multiplicity is 1. The total energy is -91368.625 eV. For the HOMO-LUMO gap, the calculation gives 4.52 eV. The net charge is -2. The energy above the lowest of the compared OMol25 structures with the same formula, charge and spin is 0.3947 eV.